A molecular structure, C37H54GeINO2SeSn in a non-equilibrium geometry. Source: the Open Molecules 2025 dataset; level of theory: ωB97M-V with the def2-TZVPD basis set.

strongest force on any atom = 1.06 eV Å⁻¹
net charge = 0
total energy = -180624.457 eV
orbital gap = 0.2717 Ha

```
98
Properties=species:S:1:pos:R:3:mulliken_charge:R:1
Sn -1.9277 -0.5447 -1.0442 1.479
C 4.1730 4.4840 -1.5267 -1.668
C 3.8540 3.5609 -0.3427 1.925
C 3.4596 4.4285 0.8521 -1.942
C 5.1096 2.7622 0.0332 -1.584
C 2.7401 2.5920 -0.7319 -0.711
C 1.5443 2.5024 -0.0512 -0.641
C 0.5904 1.5685 -0.4462 0.760
Se -1.0149 1.4348 0.5680 0.165
C -0.4218 0.1867 1.8871 0.343
C 0.2555 0.6795 2.9868 -0.910
C 0.7573 -0.1936 3.9414 -0.663
C 0.5094 -1.5452 3.7342 0.163
C -0.1861 -2.0781 2.6479 -0.447
C -0.6606 -1.1821 1.6668 1.100
O -1.3092 -1.6008 0.5875 -1.214
C -0.3512 -3.6099 2.6214 2.177
C 1.0454 -4.2515 2.5765 -1.680
C -1.0656 -4.0500 3.9109 -1.751
C -1.1548 -4.1829 1.4488 -2.019
C 1.5431 0.3488 5.1353 2.100
C 2.7686 1.1203 4.6258 -1.654
C 0.6500 1.2941 5.9496 -1.719
C 2.0292 -0.7690 6.0585 -2.139
C 0.7620 0.7071 -1.5269 0.450
O -0.1671 -0.1756 -1.9073 -0.818
C 1.9816 0.7978 -2.2468 -0.919
C 2.9160 1.7255 -1.8193 0.331
C 2.2517 -0.1161 -3.4489 2.470
C 2.2211 -1.5888 -3.0089 -1.604
C 3.6277 0.1480 -4.0642 -2.362
C 1.2026 0.1340 -4.5449 -1.393
H 4.9610 5.1903 -1.2545 0.461
H 3.2883 5.0526 -1.8211 0.352
H 4.5145 3.9200 -2.3962 0.313
H 4.2774 5.1100 1.0929 0.442
H 3.2596 3.8231 1.7396 0.212
H 2.5748 5.0318 0.6367 0.387
H 5.9101 3.4379 0.3443 0.473
H 5.4754 2.1725 -0.8091 0.318
H 4.8977 2.0770 0.8568 0.305
H 1.3287 3.1412 0.7944 0.517
H 0.3996 1.7496 3.0841 0.303
H 0.8827 -2.2460 4.4681 0.340
H 1.6482 -3.9828 3.4456 0.312
H 1.5839 -3.9337 1.6810 0.350
H 0.9550 -5.3402 2.5534 0.463
H -0.5028 -3.7874 4.8079 0.309
H -1.2007 -5.1341 3.9075 0.460
H -2.0502 -3.5829 3.9814 0.387
H -0.6839 -3.9778 0.4896 0.233
H -2.1687 -3.7874 1.4160 0.333
H -1.2112 -5.2668 1.5805 0.595
H 2.4767 1.9746 4.0112 0.305
H 3.4049 0.4733 4.0184 0.363
H 3.3587 1.4959 5.4653 0.469
H 0.3116 2.1416 5.3508 0.299
H 1.1971 1.6874 6.8100 0.451
H -0.2334 0.7671 6.3157 0.378
H 2.6858 -1.4673 5.5349 0.390
H 1.1949 -1.3311 6.4839 0.419
H 2.5948 -0.3358 6.8856 0.440
H 3.8499 1.7877 -2.3613 0.438
H 2.9857 -1.7745 -2.2507 0.329
H 2.4274 -2.2341 -3.8664 0.476
H 1.2540 -1.8644 -2.5962 0.169
H 4.4359 -0.0464 -3.3554 0.409
H 3.7224 1.1729 -4.4306 0.415
H 3.7659 -0.5213 -4.9153 0.455
H 0.1972 -0.0880 -4.1943 0.071
H 1.4143 -0.4985 -5.4106 0.479
H 1.2349 1.1772 -4.8711 0.280
I -2.0392 2.7567 -3.0273 0.176
C -3.8505 2.4208 -2.0277 0.011
C -4.9782 3.1728 -2.3169 -0.775
C -6.1180 2.9068 -1.5774 -0.258
C -6.0859 1.9281 -0.5934 -0.848
C -4.9092 1.2329 -0.3900 -0.259
N -3.8063 1.4816 -1.1047 0.198
H -4.9591 3.9324 -3.0841 0.443
H -7.0262 3.4637 -1.7686 0.389
H -6.9625 1.6948 -0.0060 0.436
H -4.8343 0.4325 0.3346 0.481
C -2.6369 -2.8794 -4.2151 -0.981
Ge -4.0673 -2.0186 -3.1877 0.495
C -4.5717 -0.3481 -4.0745 -0.974
C -5.6197 -3.2067 -3.1459 -1.301
C -3.6403 -1.6592 -1.3162 -0.881
H -2.9549 -3.1166 -5.2330 0.411
H -2.3307 -3.8041 -3.7233 0.325
H -1.7688 -2.2177 -4.2691 0.141
H -5.0339 -0.5381 -5.0451 0.455
H -3.6979 0.2860 -4.2378 0.223
H -5.2849 0.1973 -3.4521 0.199
H -5.9537 -3.4421 -4.1586 0.371
H -6.4402 -2.7296 -2.6090 0.364
H -5.3731 -4.1408 -2.6392 0.372
H -3.2078 -2.5759 -0.8761 0.260
```

5 unconnected molecules or ions with the total composition C37H54N4O2. Source: the Open Molecules 2025 dataset; level of theory: ωB97M-V with the def2-TZVPD basis set.

strongest force on any atom = 0.25 eV Å⁻¹
SMILES = CCCCCC[C@H]1CC[C@H](CCCCCCOC)O1.c1ccncc1.c1ccncc1.c1ccncc1.c1ccncc1
net charge = 0
total energy = -49299.031 eV
orbital gap = 0.3552 Ha

```
97
Properties=species:S:1:pos:R:3:mulliken_charge:R:1
C -0.4419 5.0234 -0.9003 -1.134
C -1.7417 5.4094 -0.1934 -0.092
C -3.0173 4.6116 -0.5724 -0.883
C -2.8141 3.3783 -1.4536 -0.927
C -2.2112 2.2028 -0.6718 0.252
C -3.2640 1.2131 -0.1870 -1.358
C -2.7396 0.2300 0.8465 1.317
C -3.7916 -0.4302 1.7485 -0.961
C -3.4452 -1.9277 1.7211 -1.085
C -2.1305 -2.0357 0.9328 0.996
C -0.8803 -2.3028 1.7697 -0.474
C -0.4595 -1.2093 2.7630 -0.853
C 0.3844 -0.0736 2.1536 -0.066
C 1.8963 -0.2504 2.3379 -1.420
C 2.5306 -1.0580 1.2079 0.104
C 2.5364 -0.3066 -0.1213 -0.725
O 1.7500 -1.0194 -1.0653 -0.360
C 1.3249 -0.2133 -2.1375 -0.441
O -2.0691 -0.8270 0.1661 -0.464
H -0.5636 4.9720 -1.9829 0.401
H -0.0525 4.0636 -0.5548 0.112
H 0.3182 5.7769 -0.6925 0.373
H -1.9199 6.4679 -0.3937 0.453
H -1.5777 5.3527 0.8847 -0.002
H -3.7478 5.2801 -1.0336 0.353
H -3.4913 4.2562 0.3495 0.313
H -3.7883 3.0782 -1.8519 0.498
H -2.1988 3.6128 -2.3234 0.449
H -1.6714 2.5890 0.2003 0.331
H -1.4748 1.6728 -1.2814 -0.427
H -3.6351 0.6355 -1.0388 0.270
H -4.1140 1.7638 0.2315 0.335
H -2.0157 0.7621 1.4754 -0.199
H -3.7178 -0.0254 2.7585 0.336
H -4.8087 -0.2385 1.4031 0.415
H -3.3661 -2.3475 2.7249 0.334
H -4.2103 -2.4949 1.1920 0.360
H -2.2272 -2.8269 0.1882 -0.414
H -0.0547 -2.4920 1.0788 0.193
H -1.0534 -3.2395 2.3096 0.366
H 0.1206 -1.6831 3.5607 0.521
H -1.3493 -0.8033 3.2557 0.275
H 0.0773 0.8897 2.5674 0.515
H 0.1686 -0.0237 1.0823 -0.007
H 2.1132 -0.7478 3.2872 0.451
H 2.3752 0.7328 2.3865 0.300
H 1.9796 -1.9894 1.0753 -0.202
H 3.5461 -1.3399 1.4920 0.560
H 3.5569 -0.1836 -0.5088 0.471
H 2.1137 0.7005 0.0053 0.293
H 0.7525 0.6533 -1.7818 0.076
H 2.1724 0.1512 -2.7332 0.269
H 0.6746 -0.8220 -2.7649 0.237
C -3.1050 -6.9178 -2.9591 -0.114
C -4.3013 -6.7705 -2.2758 -0.613
C -4.4409 -5.6939 -1.4125 -0.135
N -3.4860 -4.7913 -1.2024 -0.193
C -2.3419 -4.9438 -1.8649 -0.097
C -2.1027 -5.9845 -2.7504 -0.727
H -2.9569 -7.7445 -3.6420 0.380
H -5.1129 -7.4733 -2.4061 0.347
H -5.3641 -5.5470 -0.8626 0.357
H -1.5792 -4.1946 -1.6780 0.382
H -1.1522 -6.0567 -3.2613 0.348
C 2.3647 7.7315 3.8035 -0.127
C 2.1564 8.5742 2.7236 -0.554
C 1.2446 8.1896 1.7515 -0.177
N 0.5559 7.0519 1.7978 -0.204
C 0.7665 6.2519 2.8395 0.040
C 1.6548 6.5434 3.8643 -0.737
H 3.0680 7.9954 4.5829 0.374
H 2.6882 9.5114 2.6319 0.352
H 1.0570 8.8248 0.8926 0.355
H 0.1960 5.3287 2.8533 0.335
H 1.7840 5.8529 4.6866 0.353
C 2.0641 -0.4737 -6.5699 -0.342
C 2.7135 0.3762 -7.4506 -0.301
C 4.0347 0.7115 -7.1929 -0.199
N 4.7171 0.2628 -6.1422 -0.567
C 4.0808 -0.5518 -5.3041 -0.224
C 2.7622 -0.9492 -5.4720 -0.297
H 1.0328 -0.7584 -6.7350 0.379
H 2.2100 0.7747 -8.3209 0.352
H 4.5733 1.3737 -7.8619 0.345
H 4.6547 -0.9029 -4.4532 0.393
H 2.2984 -1.6128 -4.7551 0.467
C 2.9689 -6.3089 3.7813 -0.093
C 2.4554 -5.4101 4.7025 -0.738
C 2.5090 -4.0565 4.4045 -0.047
N 3.0291 -3.5713 3.2799 -0.218
C 3.5168 -4.4445 2.4031 -0.023
C 3.5113 -5.8170 2.6053 -0.730
H 2.9452 -7.3734 3.9760 0.380
H 2.0201 -5.7468 5.6335 0.360
H 2.1134 -3.3245 5.1009 0.395
H 3.9277 -4.0233 1.4914 0.371
H 3.9213 -6.4798 1.8554 0.358
```

A molecular structure, C37H55AsCl2N3PdSbSi3Te. Source: the Open Molecules 2025 dataset; level of theory: ωB97M-V with the def2-TZVPD basis set.

strongest force on any atom = 0.74 eV Å⁻¹
net charge = -2
total energy = -170561.210 eV
multiplicity = 3
orbital gap (alpha / beta) = 0.1747 / 0.1793 Ha
⟨S²⟩ = 2.01

```
104
Properties=species:S:1:pos:R:3:mulliken_charge:R:1
Pd -0.0511 -0.7216 1.5218 0.059
C 0.0832 3.3719 -0.8771 -1.125
Sb 0.4602 1.2502 -0.4460 0.293
C -0.7292 1.3029 1.3941 0.999
C -2.1364 1.5295 1.0639 -0.936
C -2.8791 2.6272 1.5692 -0.779
C -4.2027 2.7974 1.2366 -0.616
C -4.8150 1.8859 0.3782 -1.087
C -4.0303 0.8443 -0.0849 -0.373
N -2.7599 0.6554 0.2439 0.964
Si 0.0002 2.1703 2.8392 0.508
C 1.7965 1.6132 3.0720 -0.998
C 0.2553 4.0562 2.7607 -1.387
C -1.0254 1.9079 4.4080 -0.780
C 0.6914 1.0686 -3.8449 2.154
C 0.5625 -0.3623 -3.6630 -0.932
C 1.4758 -1.3125 -4.2106 -0.683
C 1.3518 -2.6525 -3.9393 -0.774
C 0.2863 -3.1031 -3.1570 -0.524
C -0.6106 -2.1428 -2.7319 -0.513
N -0.5001 -0.8392 -2.9657 0.334
Si -0.8507 1.8560 -4.3952 0.311
C -1.4963 0.9862 -5.9571 -1.258
C -0.6416 3.6634 -4.9322 -1.197
C -2.3209 1.8795 -3.2177 -0.797
Si 2.3217 1.7664 -4.2365 0.053
C 2.5607 3.5705 -3.7087 -1.060
C 2.7932 1.7776 -6.0857 -1.254
C 3.7500 0.9176 -3.3316 -1.118
H 0.7110 4.0026 -0.2453 0.561
H -0.9636 3.6212 -0.6923 0.420
H 0.3235 3.5432 -1.9250 -0.070
H -2.3892 3.3364 2.2216 0.058
H -4.7614 3.6396 1.6314 0.375
H -5.8481 1.9846 0.0723 0.374
H -4.4545 0.1081 -0.7652 0.337
H 2.2847 1.7948 2.1077 0.367
H 2.6055 -0.2856 2.7555 0.067
H 2.3231 2.2530 3.7917 0.509
H 0.9807 4.3332 1.9924 0.301
H 0.6418 4.4024 3.7259 0.366
H -0.6661 4.6030 2.5532 0.382
H -1.6627 1.0282 4.3173 -0.080
H -1.6592 2.7808 4.5890 0.355
H -0.3894 1.7698 5.2881 0.395
H 2.2719 -0.9664 -4.8572 0.328
H 2.0732 -3.3556 -4.3439 0.364
H 0.1613 -4.1432 -2.8862 0.378
H -1.4757 -2.4420 -2.1435 0.245
H -0.7359 1.0069 -6.7437 0.229
H -2.4128 1.4413 -6.3482 0.329
H -1.7071 -0.0634 -5.7308 0.310
H 0.1209 3.7840 -5.7070 0.249
H -0.3808 4.3126 -4.0934 0.329
H -1.5931 4.0194 -5.3409 0.368
H -2.4144 0.9018 -2.7447 -0.044
H -3.2522 2.1227 -3.7421 0.545
H -2.1822 2.6141 -2.4189 0.153
H 1.7991 4.2432 -4.1019 0.357
H 3.5347 3.9237 -4.0644 0.380
H 2.5503 3.6494 -2.6192 0.153
H 1.9831 2.2109 -6.6798 0.302
H 2.9579 0.7612 -6.4563 0.340
H 3.7028 2.3585 -6.2743 0.326
H 3.7215 1.2125 -2.2785 0.237
H 4.7134 1.2320 -3.7468 0.312
H 3.7024 -0.1698 -3.3565 0.412
Te 2.0630 -2.4093 0.8418 -0.103
C 1.3722 -4.3938 0.7071 -0.236
C 2.2254 -5.4720 0.9634 -0.265
C 1.7880 -6.7821 0.8332 -0.488
C 0.4838 -7.0554 0.4386 -0.405
C -0.3702 -5.9948 0.1656 -0.763
C 0.0718 -4.6856 0.2939 -0.103
H 3.2441 -5.2724 1.2741 0.346
H 2.4710 -7.5994 1.0413 0.313
H 0.1408 -8.0786 0.3370 0.356
H -1.3877 -6.1891 -0.1579 0.396
H -0.5941 -3.8662 0.0470 0.116
Cl 4.8042 0.9736 4.1529 -0.205
C 3.6492 0.2455 5.2246 0.728
C 4.0332 0.0082 6.5349 -0.662
C 3.1442 -0.6087 7.3972 -0.302
C 1.9015 -1.0090 6.9349 -0.675
C 1.5445 -0.7704 5.6156 0.852
Cl 0.0263 -1.3861 5.0705 -0.122
C 2.3871 -0.1023 4.7236 -1.611
N 1.9764 0.1765 3.4042 0.513
H 5.0213 0.3009 6.8621 0.397
H 3.4257 -0.7967 8.4253 0.343
H 1.2040 -1.5227 7.5816 0.422
C -3.1040 -2.5564 0.4091 -0.842
As -2.0866 -1.9420 1.9597 0.777
C -3.5076 -1.0662 2.9865 -1.107
C -2.0918 -3.6152 2.9923 -1.065
H -4.1722 -2.5992 0.6304 0.513
H -2.7534 -3.5484 0.1216 0.378
H -2.9190 -1.8535 -0.4002 -0.250
H -4.3960 -1.6987 3.0487 0.479
H -3.7621 -0.1188 2.5140 0.230
H -3.1408 -0.8656 3.9945 0.290
H -3.0718 -4.0968 2.9557 0.388
H -1.8434 -3.3935 4.0314 0.334
H -1.3308 -4.2886 2.6013 0.227
```

A molecular structure, C37H55BCoN6P2S3. Source: the Open Molecules 2025 dataset; level of theory: ωB97M-V with the def2-TZVPD basis set.

strongest force on any atom = 0.68 eV Å⁻¹
relative energy (zero: lowest compared OMol25 entry of this formula, charge and spin) = 3.1 kcal per mole
net charge = +3
total energy = -137567.998 eV
multiplicity = 5
orbital gap (alpha / beta) = 0.2457 / 0.1808 Ha
⟨S²⟩ = 6.03

```
105
Properties=species:S:1:pos:R:3:mulliken_charge:R:1
Co -2.9169 0.0404 -0.2994 -0.054
C -0.2828 4.5165 0.6385 -1.762
C 0.5446 3.3049 0.9392 -0.039
C 1.7626 3.3954 1.5285 -0.556
C 2.5522 2.2468 1.8164 0.086
N 2.1054 1.0506 1.5490 -0.120
N 0.8764 0.9675 0.9682 0.128
B 0.4605 -0.4565 0.7033 -1.020
N 0.7125 -0.9391 -0.7537 1.640
N 1.8626 -0.4552 -1.1571 -0.393
C 2.3955 -0.9062 -2.2941 -0.255
C 1.7799 -1.9577 -2.9795 -0.356
C 0.5733 -2.4817 -2.5630 -0.050
C -0.0549 -3.6177 -3.3121 -1.983
C -0.0027 -1.8875 -1.4126 0.894
S -1.5844 -2.2748 -0.8674 -0.084
C 3.6726 -0.2625 -2.7835 2.128
C 4.1855 0.7709 -1.7838 -2.091
C 3.3557 0.4169 -4.1283 -1.739
C 4.7336 -1.3597 -2.9866 -1.601
N -0.5709 -1.0810 1.6098 -0.448
N 0.7039 -1.4725 1.8473 0.798
C 1.0477 -2.2734 2.8174 0.488
C -0.0288 -2.6413 3.6844 -1.127
C -1.3150 -2.2429 3.4860 0.329
C -2.4226 -2.6337 4.4053 -1.848
C -1.6363 -1.4276 2.3188 0.688
S -3.1943 -0.9772 1.8797 -0.401
C 2.4707 -2.7473 2.9667 2.385
C 3.0505 -2.0867 4.2280 -1.687
C 3.2855 -2.3723 1.7294 -1.568
C 2.4567 -4.2741 3.1389 -1.744
C 0.0850 1.9883 0.6313 0.534
S -1.4558 1.8027 -0.1371 0.181
C 3.9193 2.4181 2.4554 1.925
C 4.7808 3.2768 1.5137 -1.511
C 3.7348 3.1384 3.8026 -1.746
C 4.6103 1.0801 2.6833 -1.327
H 0.2718 5.4212 0.8752 0.443
H -1.1992 4.5040 1.2316 0.334
H -0.5739 4.5447 -0.4112 0.370
H 2.1482 4.3718 1.7911 0.464
H 2.2665 -2.3710 -3.8545 0.620
H 0.6093 -4.4824 -3.2506 0.449
H -0.1540 -3.3676 -4.3691 0.456
H -1.0270 -3.9050 -2.9240 0.466
H 3.4616 1.5703 -1.6138 0.309
H 5.0955 1.2177 -2.1831 0.583
H 4.4233 0.3163 -0.8195 0.340
H 2.6322 1.2253 -4.0073 0.373
H 2.9706 -0.2899 -4.8657 0.403
H 4.2733 0.8438 -4.5334 0.462
H 4.8696 -1.9653 -2.0885 0.301
H 5.6883 -0.8856 -3.2126 0.472
H 4.4978 -2.0190 -3.8227 0.415
H 0.2012 -3.2718 4.5335 0.425
H -2.0477 -3.1959 5.2561 0.419
H -3.1576 -3.2390 3.8703 0.415
H -2.9473 -1.7446 4.7604 0.405
H 3.0686 -1.0000 4.1364 0.218
H 4.0734 -2.4369 4.3680 0.506
H 2.4855 -2.3501 5.1236 0.389
H 3.2783 -1.2984 1.5456 -0.021
H 2.9110 -2.8924 0.8409 0.306
H 4.3197 -2.6835 1.8752 0.528
H 1.9515 -4.5859 4.0535 0.399
H 3.4871 -4.6234 3.2031 0.459
H 1.9845 -4.7746 2.2914 0.397
H 4.3337 4.2522 1.3154 0.370
H 4.9484 2.7741 0.5589 0.196
H 5.7521 3.4540 1.9759 0.476
H 3.3821 4.1635 3.6800 0.361
H 4.6939 3.1883 4.3181 0.481
H 3.0342 2.6072 4.4505 0.360
H 4.7355 0.5225 1.7536 0.133
H 4.0593 0.4557 3.3880 0.070
H 5.5995 1.2643 3.1013 0.555
C -4.7396 3.1512 -0.0925 -1.310
P -4.9587 1.3503 -0.1486 1.256
C -6.0635 0.9825 1.2392 -1.420
C -5.9096 1.0481 -1.6614 0.255
C -7.2115 1.5318 -1.7867 -0.684
C -7.9146 1.3721 -2.9687 -0.847
C -7.3174 0.7383 -4.0509 -0.906
C -6.0262 0.2515 -3.9400 -0.787
C -5.3137 0.3902 -2.7476 0.320
P -3.6308 -0.2797 -2.6266 1.198
C -3.6967 -1.8825 -3.4881 -1.137
C -2.5999 0.7506 -3.7129 -1.218
H -5.7075 3.6473 -0.1717 0.492
H -4.1050 3.4749 -0.9168 0.372
H -4.2652 3.4344 0.8472 0.393
H -6.9473 1.6195 1.2118 0.494
H -5.5341 1.1659 2.1746 0.434
H -6.3766 -0.0609 1.2093 0.417
H -7.6875 2.0428 -0.9584 0.333
H -8.9260 1.7468 -3.0506 0.431
H -7.8599 0.6213 -4.9792 0.436
H -5.5841 -0.2384 -4.7982 0.312
H -4.1142 -1.7662 -4.4874 0.524
H -4.3120 -2.5871 -2.9292 0.427
H -2.6910 -2.2918 -3.5881 0.264
H -3.0306 0.7814 -4.7148 0.467
H -1.5900 0.3402 -3.7690 0.305
H -2.5403 1.7648 -3.3191 0.374
```

> The highest net charge belongs to which entry?

C37H55BCoN6P2S3